1.
{
  "formula": "C42H47Ge2KN4O7",
  "method": "wB97M-V/def2-TZVPD",
  "charge": -1,
  "lumo_ev": [2.180, 2.180],
  "multiplicity": 2,
  "e_above_lowest_kcal_mol": 7.51,
  "s_squared": 0.767,
  "homo_lumo_gap_ev": [4.9, 6.1],
  "fmax_ha_per_bohr": 0.0135,
  "elements": ["K", "O", "C", "C", "C", "C", "C", "C", "C", "N", "C", "C", "N", "C", "C", "C", "C", "C", "C", "C", "O", "H", "H", "H", "H", "H", "H", "H", "H", "H", "H", "H", "H", "H", "H", "O", "C", "O", "C", "C", "C", "C", "C", "N", "C", "O", "O", "H", "H", "H", "H", "H", "C", "Ge", "C", "C", "Ge", "C", "C", "C", "C", "C", "C", "C", "C", "C", "C", "C", "C", "H", "H", "H", "H", "H", "H", "H", "H", "H", "H", "H", "H", "H", "H", "H", "H", "H", "H", "H", "C", "N", "C", "C", "C", "O", "H", "H", "H", "H", "H", "H", "H", "H", "H"],
  "xyz": [[1.3015, 0.8342, -0.8114], [3.3266, 0.4699, -2.0140], [3.6276, 0.1117, -3.1825], [4.7018, -0.8172, -3.4254], [5.0608, -1.2247, -4.6808], [4.3959, -0.7462, -5.8257], [3.3643, 0.1447, -5.6408], [2.9472, 0.5811, -4.3728], [1.8273, 1.4989, -4.3574], [1.1913, 1.9620, -3.3534], [0.1175, 2.8879, -3.6142], [-1.2127, 2.4147, -3.0161], [-1.0708, 2.1124, -1.6024], [-1.3829, 3.0301, -0.7925], [-1.1626, 3.0266, 0.6627], [-1.2033, 4.2818, 1.2705], [-0.8954, 4.4756, 2.6034], [-0.5375, 3.3723, 3.3624], [-0.5173, 2.1124, 2.7944], [-0.8309, 1.9030, 1.4512], [-0.8128, 0.6719, 0.9162], [5.2184, -1.1882, -2.5477], [5.8775, -1.9310, -4.7957], [4.6895, -1.0654, -6.8173], [2.8349, 0.5332, -6.5085], [1.5098, 1.8150, -5.3702], [-0.0348, 3.0689, -4.6929], [0.3666, 3.8492, -3.1489], [-1.5260, 1.5068, -3.5326], [-1.9681, 3.1965, -3.1910], [-1.8019, 3.9785, -1.1676], [-1.4565, 5.1354, 0.6514], [-0.9138, 5.4672, 3.0347], [-0.2785, 3.4850, 4.4083], [-0.2481, 1.2612, 3.4030], [2.7391, -2.6091, 1.6934], [2.3032, -1.3369, 1.4455], [1.1556, -1.1741, 0.9652], [3.1992, -0.2958, 1.7687], [4.5188, -0.5172, 2.2639], [5.3186, 0.5542, 2.5251], [4.8307, 1.8662, 2.3060], [3.5243, 1.9851, 1.8365], [2.7174, 0.9755, 1.5859], [2.9129, 3.3337, 1.5489], [3.4054, 4.3612, 2.2885], [2.0546, 3.5341, 0.7392], [2.0060, -3.1801, 1.4303], [4.8675, -1.5304, 2.4058], [6.3322, 0.4059, 2.8773], [5.4854, 2.7223, 2.4061], [4.0169, 3.9929, 2.9398], [-3.1761, 1.1931, 4.3370], [-3.3083, -0.1273, 2.8790], [-4.4176, 0.6723, 1.4595], [-4.3880, -1.5674, 3.7179], [-1.1398, -0.8666, 1.8890], [-1.6033, -2.3376, 0.6638], [-0.7607, -2.8702, -0.3143], [-1.1860, -3.9080, -1.1330], [-2.4544, -4.4491, -0.9848], [-3.3072, -3.9311, -0.0218], [-2.8844, -2.8804, 0.7829], [-0.1352, -1.4744, 3.4639], [-0.6260, -2.6463, 4.0405], [-0.0264, -3.1957, 5.1660], [1.0766, -2.5744, 5.7341], [1.5760, -1.4104, 5.1682], [0.9765, -0.8639, 4.0410], [-4.1145, 1.1822, 4.8959], [-3.0059, 2.1946, 3.9469], [-2.3626, 0.9490, 5.0219], [-5.2903, 1.1745, 1.8813], [-4.7577, -0.0982, 0.7649], [-3.8310, 1.4018, 0.8982], [-5.0524, -1.1119, 4.4546], [-3.7576, -2.2923, 4.2353], [-5.0047, -2.1022, 2.9949], [0.2205, -2.4511, -0.4664], [-0.5190, -4.2746, -1.9031], [-2.7808, -5.2619, -1.6229], [-4.3044, -4.3364, 0.1028], [-3.5745, -2.4864, 1.5151], [-1.4812, -3.1498, 3.5983], [-0.4171, -4.1112, 5.5935], [1.5521, -3.0025, 6.6079], [2.4500, -0.9307, 5.5916], [1.4081, 0.0221, 3.5931], [-2.9011, -0.6447, -4.8079], [-1.9408, -0.7578, -3.7324], [-2.4653, -0.5982, -2.3900], [-0.6600, -1.1905, -3.9223], [-0.1770, -1.3020, -5.3557], [0.0943, -1.4642, -3.0062], [-3.6538, 0.0925, -4.5259], [-3.4159, -1.5920, -5.0068], [-2.4338, -0.3057, -5.7294], [-3.1106, -1.4376, -2.1110], [-3.0390, 0.3296, -2.3304], [-1.6453, -0.5324, -1.6855], [-0.7662, -2.0233, -5.9255], [0.8625, -1.6162, -5.3206], [-0.2331, -0.3379, -5.8656]],
  "forces_ev_per_angstrom": [[-0.31, 0.14, 0.14], [0.53, -0.15, -0.42], [-0.07, 0.05, -0.04], [0.03, -0.01, -0.02], [-0.01, 0.00, 0.02], [-0.01, 0.00, -0.02], [0.01, 0.00, 0.00], [-0.02, -0.02, 0.00], [0.00, 0.03, -0.01], [-0.04, -0.04, -0.02], [-0.01, 0.01, 0.03], [0.02, 0.06, -0.04], [0.05, 0.10, -0.02], [-0.05, 0.00, 0.04], [0.03, -0.03, -0.01], [0.01, 0.01, -0.01], [0.00, -0.01, 0.01], [0.00, 0.02, -0.01], [0.01, -0.04, -0.01], [-0.04, 0.04, 0.05], [-0.07, -0.15, 0.09], [0.00, 0.00, 0.00], [0.00, 0.00, 0.00], [0.00, 0.00, 0.00], [0.00, 0.00, 0.00], [0.01, 0.01, 0.00], [0.01, 0.00, 0.00], [0.00, 0.00, 0.00], [0.02, 0.07, -0.01], [0.00, 0.01, 0.01], [-0.01, 0.00, 0.01], [0.00, 0.00, 0.00], [0.00, 0.00, 0.00], [0.00, 0.00, 0.00], [0.01, -0.01, 0.01], [0.06, -0.01, 0.01], [-0.10, 0.01, -0.07], [0.16, -0.21, 0.10], [0.07, -0.02, 0.04], [-0.01, 0.04, 0.00], [0.00, -0.03, 0.01], [0.00, 0.03, -0.01], [0.00, -0.01, 0.01], [0.03, 0.02, 0.03], [-0.01, 0.01, 0.02], [-0.01, 0.01, 0.01], [0.01, 0.01, -0.05], [-0.01, 0.01, 0.00], [0.00, 0.00, 0.00], [0.00, 0.00, 0.00], [0.00, 0.00, 0.00], [0.00, -0.01, 0.00], [0.02, -0.02, -0.01], [-0.03, 0.01, -0.01], [0.03, -0.02, -0.01], [0.03, -0.01, 0.00], [-0.34, 0.09, 0.11], [0.06, 0.08, -0.06], [-0.03, 0.04, -0.06], [0.00, 0.02, 0.00], [-0.01, 0.00, 0.00], [-0.01, 0.01, 0.01], [0.01, -0.02, -0.02], [0.05, 0.02, -0.07], [0.00, 0.02, 0.01], [0.00, 0.00, 0.00], [0.00, -0.01, 0.01], [0.00, 0.02, -0.01], [-0.03, 0.00, 0.02], [0.00, 0.00, 0.00], [0.00, 0.00, 0.00], [0.00, 0.00, 0.01], [-0.01, -0.01, 0.01], [0.01, 0.01, -0.01], [0.00, 0.01, 0.01], [-0.01, 0.00, 0.00], [-0.01, 0.00, 0.00], [0.00, 0.00, 0.00], [0.00, 0.01, 0.01], [0.00, 0.00, 0.00], [0.00, 0.00, 0.00], [0.00, 0.00, 0.00], [-0.01, 0.00, 0.00], [0.00, 0.00, 0.00], [0.00, 0.00, 0.00], [0.00, 0.00, 0.00], [0.00, 0.00, 0.00], [-0.03, 0.02, 0.01], [0.02, 0.02, -0.01], [-0.07, -0.01, -0.01], [-0.06, -0.17, 0.09], [0.27, -0.07, -0.24], [-0.01, -0.01, 0.02], [-0.16, 0.12, 0.26], [0.00, 0.01, -0.01], [-0.01, 0.00, 0.01], [0.01, -0.01, 0.00], [0.00, -0.02, 0.03], [-0.03, -0.05, -0.01], [0.05, -0.01, 0.03], [0.00, 0.00, 0.00], [0.00, 0.01, -0.01], [0.00, 0.00, 0.01]],
  "mulliken_spin": [-0.0010, 0.0027, 0.0023, -0.0014, -0.0002, 0.0000, 0.0002, 0.0003, -0.0001, 0.0000, -0.0001, 0.0001, -0.0009, -0.0004, 0.0069, 0.0005, -0.0005, -0.0078, 0.0568, -0.0316, -0.0007, 0.0006, 0.0000, 0.0000, 0.0000, 0.0000, 0.0000, 0.0000, 0.0001, 0.0000, 0.0001, 0.0001, 0.0000, 0.0006, -0.0104, 0.0344, 0.1596, 0.1245, 0.1128, 0.1497, -0.0068, 0.2869, -0.0939, 0.1782, -0.0369, 0.0045, -0.0046, 0.0018, 0.0188, 0.0039, 0.0221, 0.0052, 0.0006, 0.0006, 0.0022, 0.0004, 0.0009, -0.0020, 0.0151, 0.0020, -0.0001, 0.0002, -0.0014, 0.0023, 0.0038, 0.0067, -0.0039, 0.0255, -0.0348, -0.0001, 0.0001, -0.0001, 0.0001, -0.0001, -0.0008, 0.0000, 0.0000, -0.0001, -0.0135, 0.0002, 0.0000, 0.0000, 0.0005, -0.0003, 0.0003, -0.0004, 0.0036, 0.0169, 0.0000, 0.0001, 0.0006, -0.0002, 0.0000, -0.0011, 0.0000, 0.0000, 0.0000, 0.0000, 0.0000, -0.0001, 0.0000, 0.0000, 0.0000]
}

=====

2.
{
  "formula": "C42H48AsBBr2N6PPt",
  "method": "wB97M-V/def2-TZVPD",
  "charge": 3,
  "lumo_ev": [-6.846, -11.359],
  "multiplicity": 5,
  "e_above_lowest_kcal_mol": 15.36,
  "s_squared": 6.039,
  "homo_lumo_gap_ev": [8.6, 4.3],
  "fmax_ha_per_bohr": 0.0246,
  "elements": ["Pt", "C", "C", "C", "C", "C", "N", "N", "B", "N", "N", "C", "C", "C", "C", "C", "N", "N", "C", "C", "C", "C", "C", "H", "H", "H", "H", "H", "H", "H", "H", "H", "H", "H", "H", "H", "H", "H", "H", "H", "H", "H", "H", "H", "H", "Br", "C", "Br", "H", "H", "C", "C", "As", "C", "C", "C", "C", "C", "C", "C", "C", "C", "C", "C", "C", "P", "C", "C", "C", "C", "C", "C", "C", "C", "C", "C", "C", "C", "H", "H", "H", "H", "H", "H", "H", "H", "H", "H", "H", "H", "H", "H", "H", "H", "H", "H", "H", "H", "H", "H", "H", "H"],
  "xyz": [[0.0018, -0.1235, 0.2080], [-1.0084, -3.2283, -1.5851], [0.4175, -2.8108, -1.7051], [1.4962, -3.4107, -2.3644], [2.5493, -2.5127, -2.2780], [3.9194, -2.6448, -2.8401], [2.1071, -1.4340, -1.5909], [0.8190, -1.6296, -1.2482], [2.6962, -0.0053, -1.5306], [3.0094, 0.3761, -0.0606], [2.0318, 0.4905, 0.8593], [2.5330, 1.0560, 2.0002], [1.7435, 1.3445, 3.2252], [3.8722, 1.2924, 1.7905], [4.1545, 0.8506, 0.4600], [5.4411, 0.8994, -0.2448], [1.6308, 0.9973, -2.0572], [0.3130, 0.8334, -1.7599], [-0.4006, 1.5674, -2.6167], [-1.8796, 1.4680, -2.7426], [0.4806, 2.2823, -3.4350], [1.7563, 1.8960, -3.0578], [3.0512, 2.3723, -3.6113], [-1.1054, -4.2608, -1.2461], [-1.4876, -3.1649, -2.5631], [-1.5405, -2.5570, -0.9081], [1.5117, -4.3641, -2.8659], [4.0818, -3.6734, -3.1510], [4.6821, -2.3787, -2.1075], [4.0539, -2.0010, -3.7113], [3.6789, 0.0640, -2.1869], [0.6964, 1.0913, 3.0983], [1.8160, 2.4054, 3.4680], [2.1457, 0.7926, 4.0761], [4.5688, 1.7244, 2.4917], [6.2498, 0.9977, 0.4775], [5.4818, 1.7693, -0.9111], [5.5993, 0.0132, -0.8588], [-2.2820, 0.7204, -2.0659], [-2.1214, 1.1661, -3.7623], [-2.3780, 2.4228, -2.5744], [0.2192, 2.9747, -4.2177], [2.8731, 2.9582, -4.5084], [3.7174, 1.5452, -3.8581], [3.5679, 3.0102, -2.8903], [-3.1707, 1.7100, 0.6156], [-2.1221, 3.3184, 0.4739], [-0.2404, 3.0083, 0.8181], [-2.4858, 4.0180, 1.2148], [-2.2188, 3.7098, -0.5306], [-2.0763, -2.7987, 1.9107], [-2.0706, -3.7222, 3.1240], [-3.5576, -5.0288, 3.1547], [-5.1384, -3.9387, 2.9808], [-5.8755, -3.8860, 1.7969], [-6.9764, -3.0485, 1.7320], [-7.3625, -2.3052, 2.8405], [-6.6203, -2.3550, 4.0156], [-5.5136, -3.1817, 4.0917], [-3.3778, -6.2217, 1.6762], [-4.5152, -6.9145, 1.2422], [-4.4081, -7.8177, 0.2013], [-3.1625, -8.0832, -0.3574], [-2.0228, -7.4286, 0.1052], [-2.1218, -6.5119, 1.1338], [-0.5939, -1.6602, 1.9630], [-0.7573, -0.9078, 3.6106], [-0.2064, -1.4335, 4.7801], [-0.4194, -0.7867, 5.9892], [-1.1876, 0.3682, 6.0482], [-1.7558, 0.8839, 4.8909], [-1.5312, 0.2526, 3.6786], [0.8418, -2.7684, 1.9893], [1.9888, -2.4251, 2.7044], [3.1131, -3.2356, 2.6478], [3.1187, -4.3662, 1.8436], [1.9887, -4.7004, 1.1101], [0.8535, -3.9092, 1.1860], [-2.9593, -2.1568, 1.9028], [-2.0709, -3.3594, 0.9748], [-2.1908, -3.1523, 4.0443], [-1.1408, -4.2876, 3.1994], [-5.5801, -4.4651, 0.9323], [-7.5382, -2.9828, 0.8097], [-8.2565, -1.6977, 2.7955], [-6.9163, -1.7687, 4.8746], [-4.9542, -3.2520, 5.0181], [-5.4714, -6.7500, 1.7244], [-5.2885, -8.3319, -0.1589], [-3.0718, -8.8324, -1.1327], [-1.0571, -7.6577, -0.3251], [-1.2305, -6.0310, 1.5211], [0.3845, -2.3405, 4.7594], [0.0162, -1.1883, 6.8950], [-1.3415, 0.8669, 6.9960], [-2.3580, 1.7820, 4.9325], [-1.9467, 0.6588, 2.7668], [2.0066, -1.5300, 3.3147], [3.9808, -2.9888, 3.2462], [4.0026, -4.9879, 1.7897], [1.9928, -5.5805, 0.4802], [-0.0301, -4.1814, 0.6221]],
  "forces_ev_per_angstrom": [[-0.21, -0.58, -1.10], [0.11, -0.04, -0.12], [0.18, 0.30, -0.11], [0.11, 0.03, 0.00], [-0.32, -0.30, -0.06], [0.06, 0.18, -0.01], [0.40, 0.21, -0.05], [-0.40, -0.22, 0.81], [-0.88, -0.24, -0.77], [0.58, 0.29, 0.64], [-0.54, -0.33, -0.42], [0.85, 0.32, 0.38], [-0.07, 0.03, -0.06], [-0.73, 0.09, 0.66], [-0.03, -0.25, -0.74], [0.10, -0.15, 0.20], [0.55, 0.01, 0.20], [-0.24, 0.14, 0.46], [0.29, 0.09, -0.01], [0.00, 0.07, 0.03], [0.12, -0.12, 0.11], [-0.44, 0.21, -0.28], [0.19, -0.15, 0.10], [-0.05, 0.01, 0.02], [-0.04, 0.00, 0.02], [-0.02, -0.05, -0.06], [-0.01, 0.01, -0.01], [0.04, 0.00, -0.02], [0.00, -0.04, 0.00], [0.00, -0.03, 0.00], [0.19, 0.04, 0.14], [0.03, 0.02, 0.01], [-0.01, 0.00, -0.03], [-0.02, -0.04, -0.02], [0.06, -0.02, -0.07], [0.01, 0.05, -0.04], [-0.09, 0.02, -0.01], [-0.07, 0.04, -0.05], [-0.07, -0.01, 0.09], [-0.01, 0.00, 0.01], [-0.01, -0.01, 0.05], [0.02, -0.05, -0.04], [0.01, 0.00, -0.02], [-0.03, 0.04, -0.07], [-0.02, 0.02, -0.02], [-0.04, 0.06, -0.06], [-0.05, -0.04, 0.01], [-0.14, 0.07, 0.08], [0.06, 0.01, 0.03], [0.04, -0.04, -0.01], [0.13, 0.19, -0.28], [0.00, -0.29, 0.25], [-0.06, 0.59, -0.90], [0.17, -0.32, 0.15], [0.13, 0.00, -0.05], [-0.04, -0.01, -0.08], [0.02, 0.00, 0.06], [-0.05, -0.03, -0.05], [0.14, -0.02, 0.11], [-0.17, 0.02, 0.44], [-0.06, 0.10, 0.07], [0.02, -0.05, 0.00], [0.01, 0.01, 0.02], [-0.01, -0.04, -0.01], [0.09, 0.16, 0.05], [0.42, 0.23, 0.33], [-0.06, 0.01, -0.10], [-0.08, -0.06, -0.05], [0.05, -0.05, 0.09], [-0.01, 0.04, -0.02], [0.03, 0.02, 0.02], [-0.01, -0.15, -0.04], [-0.07, -0.03, 0.03], [0.04, 0.02, -0.08], [0.03, 0.09, 0.02], [0.01, -0.05, -0.03], [0.02, -0.02, -0.01], [-0.08, 0.04, 0.22], [-0.04, 0.01, 0.00], [0.02, 0.03, 0.03], [0.03, -0.01, 0.06], [-0.01, -0.02, 0.04], [-0.04, 0.01, -0.01], [-0.04, -0.03, 0.03], [0.04, 0.06, -0.03], [-0.02, -0.03, 0.01], [-0.03, 0.03, 0.01], [-0.02, -0.01, -0.07], [0.02, -0.04, 0.03], [-0.01, 0.05, -0.05], [0.00, -0.02, 0.02], [0.01, -0.01, -0.02], [-0.02, 0.01, 0.01], [0.00, -0.01, -0.02], [-0.01, -0.02, 0.00], [0.00, -0.01, -0.01], [-0.06, 0.10, 0.01], [-0.01, -0.06, 0.03], [0.03, 0.01, -0.05], [-0.02, -0.02, 0.03], [0.00, 0.00, 0.00], [0.08, -0.03, 0.01]],
  "mulliken_spin": [1.3216, 0.0019, 0.0049, -0.0046, -0.0017, 0.0014, -0.0660, 0.3168, -0.0205, -0.0733, 0.6902, -0.1295, 0.0296, 0.3204, 0.2657, -0.0136, -0.0282, 0.0920, 0.0110, 0.0030, 0.0008, 0.0019, 0.0007, 0.0018, -0.0004, 0.0233, 0.0001, 0.0008, -0.0002, -0.0005, -0.0012, -0.0013, -0.0061, -0.0071, -0.0057, 0.0007, 0.0384, 0.0191, -0.0004, -0.0001, 0.0006, 0.0013, 0.0001, -0.0003, -0.0001, 0.0230, -0.0079, 0.0489, 0.0009, 0.0001, -0.0604, 0.1551, 0.5504, 0.1042, 0.0175, -0.0076, 0.0383, -0.0124, 0.0320, 0.0449, 0.0354, -0.0194, 0.0758, -0.0175, 0.0400, 0.1230, 0.0192, -0.0023, 0.0000, 0.0013, 0.0040, 0.0238, 0.0446, -0.0261, -0.0017, -0.0013, 0.0010, -0.0045, 0.0140, -0.0096, -0.0117, 0.0085, 0.0035, 0.0003, 0.0014, -0.0002, -0.0080, -0.0007, 0.0005, 0.0022, 0.0015, 0.0071, -0.0001, 0.0003, 0.0001, 0.0001, -0.0275, 0.0051, 0.0001, 0.0000, -0.0002, 0.0039]
}